1.
# C6H13NO

The molecule C6H13NO (ωB97M-V/def2-TZVPD, OMol25).

ORCA input file:
```
! RIJCOSX wB97M-V def2-TZVPD def2/J DEFGRID3
* xyz 0 1
C -0.157 0.446 -0.578
C 0.194 -1.345 1.292
C -0.843 1.810 -0.685
C -0.996 -0.613 -1.295
C 1.240 0.526 -1.216
C 0.077 0.124 0.898
N 0.601 -1.553 2.667
O 0.214 0.988 1.729
H -0.050 -1.080 3.287
H 1.507 -1.121 2.823
H 0.911 -1.844 0.636
H -0.781 -1.821 1.149
H 1.751 -0.433 -1.161
H 1.149 0.807 -2.263
H -1.851 1.759 -0.281
H -0.287 2.554 -0.119
H -0.899 2.127 -1.724
H -1.173 -0.295 -2.320
H -0.492 -1.575 -1.323
H -1.961 -0.736 -0.808
H 1.846 1.273 -0.708
*
```

Values from the calculation:
Highest occupied orbital energy, eV: -9.2
Relative energy (zero: lowest compared OMol25 entry of this formula, charge and spin), kJ/mol: 55.5
HOMO-LUMO gap, eV: 9.931
SMILES: CC(C)(C)C(=O)CN

Mulliken population analysis, charges in e, atoms 1 to 4: 2.13 -0.87 -1.72 -1.86

2.
# C6H13NO

The ion C6H13NO with charge +1 at a distorted geometry (ωB97M-V/def2-TZVPD, OMol25).

ORCA input file:
```
! RIJCOSX wB97M-V def2-TZVPD def2/J DEFGRID3
* xyz 1 2
C 1.197 -0.624 -0.473
N 0.001 -0.838 -1.366
C -0.266 -0.142 -2.461
O -1.307 -0.304 -2.963
C 1.161 0.806 0.413
C -0.260 0.827 0.835
C -0.618 -0.105 1.920
C -0.016 0.295 3.322
H 2.044 -0.418 -1.295
H 1.500 -1.599 0.105
H -0.761 -1.316 -0.929
H 0.458 0.715 -2.667
H 1.428 1.546 -0.334
H 2.039 0.876 1.151
H -0.725 1.853 1.180
H -1.015 0.565 0.104
H -1.655 -0.226 2.043
H -0.309 -1.197 1.655
H 1.038 -0.159 3.326
H -0.076 1.384 3.574
H -0.701 -0.055 4.020
*
```

Values from the calculation:
Highest occupied orbital energy (spin up / spin down), eV: -14.9 / -14.9
Relative energy (zero: lowest compared OMol25 entry of this formula, charge and spin), kJ/mol: 315.4
HOMO-LUMO gap (spin up / spin down), eV: 11.115 / 5.710

Mulliken population analysis, charges in e, atoms 1 to 4: -0.79 -0.01 0.21 -0.28

3.
# C6H13NO

The ion C6H13NO with charge +1 at a distorted geometry (ωB97M-V/def2-TZVPD, OMol25).

ORCA input file:
```
! RIJCOSX wB97M-V def2-TZVPD def2/J DEFGRID3
* xyz 1 2
C 1.123 -0.295 -0.825
N 1.000 -0.246 -2.233
C 0.498 -1.267 -3.064
O 0.647 -1.160 -4.250
C -0.015 0.599 -0.234
C -0.103 0.279 1.306
C -0.565 1.529 2.012
C -1.088 -0.892 1.558
H 2.087 0.155 -0.590
H 1.070 -1.314 -0.445
H 1.296 0.615 -2.697
H 0.019 -2.095 -2.547
H -0.952 0.340 -0.739
H 0.200 1.659 -0.366
H 0.898 -0.026 1.606
H -1.628 1.755 1.883
H -0.385 1.458 3.092
H -0.057 2.464 1.724
H -1.923 -0.557 2.162
H -0.625 -1.746 2.037
H -1.498 -1.255 0.612
*
```

Values from the calculation:
Highest occupied orbital energy (spin up / spin down), eV: -15.4 / -15.5
Relative energy (zero: lowest compared OMol25 entry of this formula, charge and spin), kJ/mol: 110.9
HOMO-LUMO gap (spin up / spin down), eV: 11.604 / 6.677

Mulliken population analysis, charges in e, atoms 1 to 4: -0.73 0.07 0.14 -0.33

4.
# C6H13NO2

A cluster of 2 separate species, C6H13NO2 in total at a distorted geometry (ωB97M-V/def2-TZVPD, OMol25).

ORCA input file:
```
! RIJCOSX wB97M-V def2-TZVPD def2/J DEFGRID3
* xyz 0 1
C -0.847 -1.218 0.234
C -1.812 -0.022 0.061
C -1.052 1.267 0.340
C -0.801 1.615 1.588
C 0.336 -1.109 -0.695
N 1.603 -1.077 -0.214
C 1.968 -0.907 1.181
O 0.137 -1.110 -1.904
H -0.575 -1.297 1.292
H -1.343 -2.154 -0.043
H -2.246 -0.047 -0.925
H -2.583 -0.169 0.806
H -0.647 1.752 -0.533
H -1.230 1.115 2.455
H -0.200 2.480 1.877
H 2.323 -1.082 -0.916
H 1.582 -1.716 1.800
H 1.594 0.021 1.597
H 3.037 -0.911 1.328
H 0.090 0.895 -3.573
H 0.438 1.840 -2.411
O 0.229 1.835 -3.346
*
```

Values from the calculation:
Highest occupied orbital energy, eV: -9.8
Relative energy (zero: lowest compared OMol25 entry of this formula, charge and spin), kJ/mol: 109.3
HOMO-LUMO gap, eV: 10.593
SMILES: C=CCCC(=O)NC.O

Mulliken population analysis, charges in e, atoms 1 to 4: -0.44 -0.74 0.15 -0.93

5.
# C6H13NO3

A cluster of 2 separate species, C6H13NO3 in total at a distorted geometry (ωB97M-V/def2-TZVPD, OMol25).

ORCA input file:
```
! RIJCOSX wB97M-V def2-TZVPD def2/J DEFGRID3
* xyz 0 1
C 2.071 -0.762 -1.332
C 0.405 -1.950 1.325
C -0.244 -1.218 0.179
O 2.320 -0.031 -0.396
O -0.644 -1.765 -0.823
H 1.045 0.991 0.878
H 1.552 -0.413 -2.234
H 2.374 -1.818 -1.339
H -0.233 -1.950 2.207
H 0.633 -2.975 1.030
H 1.340 -1.451 1.584
C -1.077 1.103 -0.727
C -0.074 2.191 -1.093
C -0.731 0.317 0.553
N -1.932 0.134 1.330
O 0.208 0.911 1.379
H -2.573 -0.511 0.881
H -1.726 -0.158 2.278
H -1.185 0.385 -1.543
H -2.052 1.564 -0.565
H -0.033 2.954 -0.318
H -0.373 2.665 -2.027
H 0.930 1.789 -1.227
*
```

Values from the calculation:
Highest occupied orbital energy, eV: -8.7
Relative energy (zero: lowest compared OMol25 entry of this formula, charge and spin), kJ/mol: 217.7
HOMO-LUMO gap, eV: 9.022
SMILES: CC[C@](N)(O)C(C)=O.C=O

Mulliken population analysis, charges in e, atoms 1 to 4: -0.14 -1.31 0.36 -0.46

6.
# C6H13NO3

The molecule C6H13NO3 at a distorted geometry (ωB97M-V/def2-TZVPD, OMol25).

ORCA input file:
```
! RIJCOSX wB97M-V def2-TZVPD def2/J DEFGRID3
* xyz 0 1
C -0.845 3.207 0.274
C -1.261 1.757 0.389
O -0.101 0.954 0.428
C -0.326 -0.419 0.645
C -0.888 -1.110 -0.606
N 0.154 -1.138 -1.615
C 1.920 -1.185 -0.195
O 2.855 -0.437 -0.398
C 1.017 -1.058 1.022
H -1.736 3.846 0.213
H -0.257 3.512 1.150
H -0.244 3.365 -0.632
H -1.856 1.595 1.307
H -1.894 1.476 -0.471
H -1.031 -0.558 1.483
H -1.164 -2.140 -0.333
H -1.823 -0.634 -0.943
H 0.678 -2.253 -1.849
H 1.522 -0.440 1.773
H 0.832 -2.051 1.454
H 0.705 -0.315 -1.817
O 2.107 -2.671 -0.917
H 1.635 -3.302 -0.363
*
```

Values from the calculation:
Highest occupied orbital energy, eV: -8.8
Relative energy (zero: lowest compared OMol25 entry of this formula, charge and spin), kJ/mol: 357.6
HOMO-LUMO gap, eV: 9.374
SMILES: CCO[C@@H](CN)CC(=O)O

Mulliken population analysis, charges in e, atoms 1 to 4: -1.27 -0.10 -0.31 0.04

Electronic energy for every record listed, in sequence, given in Eh: -366.4128, -365.9898, -366.0677, -441.6384, -516.8562, -516.8029.